Record 1
Computed, not measured: a 2-piece molecular cluster, C4H9NO overall, with ωB97M-V/def2-TZVPD.

Last column: Mulliken charge in e.
Positions of all 15 atoms, in Å:
C1 -2.57365 -0.13736 0.27060  -0.78
N1 -1.29876 0.41998 -0.15169  -0.46
C2 -0.30483 -0.33522 -0.22716  0.50
O1 0.07069 -1.61357 -0.03801  -0.45
C3 1.07652 -0.60101 -0.49512  0.18
C4 2.17893 -0.28818 0.47517  -1.07
H1 -3.30938 0.03043 -0.52293  0.26
H2 -2.54280 -1.20967 0.50459  0.30
H3 -2.92005 0.40819 1.15430  0.27
H4 1.37210 -0.76396 -1.53220  0.31
H5 2.87102 -1.13281 0.55528  0.31
H6 2.73531 0.58468 0.11945  0.32
H7 1.77722 -0.06256 1.46622  0.31
H8 0.75796 2.51367 -0.87905  0.19
H9 0.10971 2.18738 -0.69945  -0.19

Cartesian forces, eV/Å:
-0.1898 -0.1073 0.0760
0.5395 -0.3976 -0.0458
-0.5061 0.4630 -0.0034
-0.1364 -0.1865 0.0657
0.2483 0.0923 -0.0761
-0.0443 0.0117 0.0304
0.1070 -0.0381 0.1235
0.0365 0.1547 -0.0422
0.0448 -0.0945 -0.1228
-0.0620 0.0008 0.1730
-0.0939 0.1188 -0.0482
-0.0666 -0.1104 0.0454
0.0361 -0.0382 -0.1365
-0.0335 0.0264 0.0034
0.1204 0.1049 -0.0424

SMILES string: C/N=C1\O[C@@H]1C.[H][H]
LUMO (eV): 1.05
Frontier orbital gap (Ha): 0.4018
ΔE to the lowest compared entry with this formula, charge and spin (kJ/mol): 330.2

Record 2
Computed, not measured: C19H21AlAsBBrF4N2O2 as an isolated structure, with ωB97M-V/def2-TZVPD.

Last column: Mulliken charge in e.
Positions of all 52 atoms, in Å:
Al1 0.69433 -0.27159 0.25601  0.83
N1 -1.38188 -0.03514 0.25888  -0.08
C1 -1.75947 0.85904 1.32640  0.45
C2 -3.05497 1.17264 1.63864  -0.65
C3 -3.33412 1.98435 2.75284  -0.67
C4 -2.32989 2.43534 3.56523  -0.94
C5 -0.98451 2.12906 3.26696  0.26
C6 0.11658 2.51877 4.05875  -0.51
C7 1.38444 2.19236 3.65292  -1.05
C8 1.56740 1.49377 2.45413  -0.12
N2 0.56020 1.09240 1.70776  0.34
C9 -0.70449 1.36978 2.10583  0.44
H1 -1.86122 0.21061 -0.60678  0.41
H2 -1.73687 -0.96343 0.49860  0.32
H3 -3.86655 0.77860 1.04151  0.52
H4 -4.36097 2.22923 2.97646  0.42
H5 -2.55312 3.02095 4.44509  0.45
H6 -0.05141 3.05769 4.98057  0.47
H7 2.24701 2.46008 4.24232  0.44
H8 2.55314 1.24817 2.08590  0.66
F1 0.11778 -4.00301 1.75785  -0.21
B1 -0.61680 -3.01502 1.32450  0.45
F2 0.55967 -1.52604 1.44296  -0.68
F3 -1.56942 -2.49176 2.09790  -0.25
F4 -0.84294 -2.88293 0.00539  -0.26
Br1 8.00918 -3.43114 -2.12082  -0.14
C10 6.32364 -2.66389 -1.73850  0.08
C11 6.25858 -1.33889 -1.32043  -0.65
C12 5.03588 -0.79938 -0.98013  -0.29
C13 3.87812 -1.57298 -1.08321  0.12
C14 3.95145 -2.88512 -1.55013  -0.40
C15 5.17555 -3.43560 -1.86921  -0.61
C16 2.59629 -1.04166 -0.63880  0.41
O1 1.48899 -1.55153 -0.96916  -0.58
O2 2.54706 -0.01847 0.13282  -0.43
H9 7.16010 -0.74858 -1.25607  0.44
H10 4.95454 0.22290 -0.64143  0.48
H11 3.04167 -3.45987 -1.63585  0.52
H12 5.24447 -4.45836 -2.20598  0.45
C17 -1.10906 1.37950 -2.89271  -1.34
As1 0.60909 1.13272 -1.96779  0.78
C18 1.31464 2.96052 -2.00276  -1.22
C19 1.61628 0.31963 -3.42669  -1.26
H13 -0.96144 1.91255 -3.83076  0.42
H14 -1.80394 1.95261 -2.27754  0.41
H15 -1.53862 0.40238 -3.11753  0.42
H16 1.37166 3.33159 -3.02545  0.42
H17 2.31168 2.97150 -1.56290  0.38
H18 0.67380 3.61838 -1.41614  0.37
H19 1.44775 0.87106 -4.35258  0.48
H20 1.28321 -0.70888 -3.55624  0.36
H21 2.68544 0.30884 -3.21088  0.38

Cartesian forces, eV/Å:
-0.3581 0.3318 0.0017
-0.1294 -0.5769 -0.1812
-0.3678 0.3337 0.2929
0.3131 -0.1275 -0.1467
0.0306 0.1191 0.1744
-0.0832 -0.0984 -0.0795
0.0605 -0.1654 -0.3390
0.1863 -0.1179 -0.1703
-0.1470 0.1430 0.1676
0.1214 0.0249 -0.1022
0.1606 -0.0556 -0.0883
-0.4079 0.2687 0.3180
0.2082 0.0671 0.0473
0.0063 -0.0730 -0.0201
-0.0426 -0.0188 -0.0194
-0.0661 0.0018 0.0338
-0.0202 0.0531 0.0418
-0.0045 0.0610 0.0351
0.0529 0.0403 0.0064
0.0589 -0.0377 0.0600
0.4437 -0.3974 0.2230
0.0620 0.4608 -0.1854
-0.1108 -0.3758 0.3481
-0.4445 0.1858 0.4084
-0.1169 -0.1140 -0.4970
-0.1960 0.0951 0.0036
0.0347 -0.0099 -0.0174
0.1278 -0.0839 -0.0568
-0.2937 -0.0770 0.0163
0.3656 -0.2245 -0.1334
-0.1286 0.2620 0.0508
0.1645 -0.0552 -0.0349
0.7902 -0.2265 -0.2645
-0.3388 0.0172 0.0867
-0.0162 0.0556 0.1030
0.0391 0.0118 0.0260
0.0785 0.0475 0.0782
-0.0324 -0.1100 0.0038
0.0269 -0.0546 -0.0192
0.1503 -0.0769 0.2114
-0.0341 0.7853 -0.8267
-0.0631 -0.1583 0.1309
0.0024 -0.0834 0.0429
0.0767 0.0013 0.0380
0.0124 -0.0058 0.0146
-0.0116 0.0088 0.0163
-0.0482 -0.0753 0.0078
-0.0214 -0.0564 -0.0145
-0.0157 -0.0339 -0.0146
-0.0173 0.0621 0.1216
-0.0013 0.0181 0.0288
-0.0564 0.0343 0.0718

LUMO (eV): -3.71
Frontier orbital gap (Ha): 0.2900
Net charge: +1

Record 3
Computed, not measured: a 9-piece molecular cluster, C46H91N9O4 overall, with ωB97M-V/def2-TZVPD.

Last column: Mulliken charge in e.
Positions of all 150 atoms, in Å:
C1 -1.03383 -0.82419 22.83216  -1.08
C2 0.00431 0.19099 22.36633  2.95
C3 1.42903 -0.48170 22.41964  1.00
C4 -0.37176 0.59058 20.95819  -0.70
C5 0.36116 1.87075 20.47513  -0.51
C6 0.01073 2.99087 21.46746  -1.37
C7 0.41131 2.65815 22.88103  1.72
C8 1.93458 2.76395 23.10832  -0.97
C9 -0.27477 3.68279 23.78964  -1.99
N1 -0.22320 1.36254 23.22544  -0.17
O1 0.12645 1.03292 24.49951  -0.29
H1 -1.05309 -1.73629 22.21781  0.02
H2 -0.77229 -1.27933 23.78525  -0.85
H3 -2.06767 -0.47649 22.87747  0.75
H4 1.82656 -0.70937 23.41746  -1.35
H5 1.40788 -1.46955 21.97194  -0.92
H6 2.21390 0.11218 21.93628  0.54
H7 -0.20829 -0.29608 20.29434  -0.98
H8 -1.40829 0.90698 20.85844  0.51
H9 1.46131 1.71373 20.34623  0.27
H10 -0.01454 2.13441 19.47099  0.49
H11 -1.09340 3.04174 21.42846  0.35
H12 0.44997 3.96175 21.18113  0.40
H13 2.19349 1.92484 23.75944  -0.35
H14 2.20182 3.76899 23.50415  0.46
H15 2.55456 2.68651 22.18555  0.26
H16 -0.00209 3.43531 24.80410  0.43
H17 -1.34199 3.62206 23.66542  0.42
H18 -0.01167 4.71348 23.57329  0.47
H19 -0.76073 0.89930 24.88332  0.15
C10 -2.51689 -7.92092 27.76265  -1.82
C11 -3.13849 -6.52199 27.90071  2.17
C12 -3.11709 -5.89112 26.49293  -1.84
C13 -4.55551 -6.55081 28.41051  -1.44
C14 -4.72096 -6.90909 29.83596  -0.64
C15 -3.93157 -5.87921 30.58664  -1.62
C16 -2.46113 -5.81864 30.25934  1.84
C17 -1.87868 -4.62904 30.98486  -2.15
C18 -1.62943 -7.03783 30.76336  -1.70
N2 -2.36018 -5.59934 28.83219  0.08
O2 -1.03206 -5.41279 28.30933  -0.04
H20 -2.21242 -8.40660 28.69036  0.32
H21 -3.32377 -8.53231 27.36025  0.50
H22 -1.71628 -8.03271 27.06244  0.37
H23 -3.83776 -5.07337 26.45703  0.08
H24 -2.13170 -5.66594 26.13430  0.33
H25 -3.57416 -6.62399 25.79911  0.47
H26 -5.02419 -5.55635 28.41345  0.32
H27 -5.24362 -7.09130 27.76520  0.49
H28 -5.73160 -6.88824 30.20828  0.44
H29 -4.29663 -7.89556 30.08742  0.29
H30 -3.99999 -5.98683 31.65603  0.42
H31 -4.35821 -4.89539 30.35252  0.41
H32 -2.03547 -3.67077 30.48972  0.41
H33 -0.79460 -4.66527 31.06802  0.44
H34 -2.17379 -4.60630 32.04785  0.46
H35 -0.71191 -7.11766 30.16135  0.30
H36 -2.16010 -7.98162 30.68086  0.38
H37 -1.34112 -6.87123 31.79435  0.48
H38 -0.52937 -6.24695 28.49727  0.21
C19 1.89121 -3.20212 27.71817  -1.32
C20 1.09488 -1.91593 27.84276  2.47
C21 -0.34876 -2.07453 27.42554  -1.13
C22 0.99490 -1.43016 29.25514  -1.28
C23 2.29870 -0.89695 29.81640  -0.47
C24 2.72937 0.27240 28.97319  -1.46
C25 2.87008 -0.10652 27.52748  1.78
C26 2.99380 1.16363 26.68271  -1.90
C27 4.12365 -0.98053 27.25362  -1.47
N3 1.54661 -0.69053 27.10999  -0.30
O3 1.63799 -1.10591 25.74941  1.30
H39 1.21906 -4.07243 27.62179  -0.12
H40 2.53845 -3.27282 26.81718  0.09
H41 2.52945 -3.43763 28.56046  0.55
H42 -0.55217 -2.16140 26.34632  -0.55
H43 -0.77385 -2.92776 27.96960  -0.16
H44 -0.91065 -1.16976 27.70653  0.64
H45 0.31463 -0.57628 29.28956  0.47
H46 0.45055 -2.20610 29.82929  0.04
H47 2.09812 -0.59668 30.85482  0.50
H48 3.10381 -1.66387 29.89705  0.26
H49 3.62946 0.76712 29.31710  0.38
H50 1.96033 1.03827 28.97620  0.39
H51 2.06719 1.76558 26.68044  0.35
H52 3.24788 0.99347 25.63534  0.07
H53 3.87807 1.76545 26.96257  0.54
H54 4.23510 -1.75176 27.99117  0.34
H55 5.02841 -0.39308 27.15682  0.46
H56 4.01327 -1.43952 26.25442  -0.03
H57 0.99825 -0.50879 25.28259  -0.34
C28 1.29692 -3.59454 19.92294  -0.46
C29 0.27448 -3.90646 18.85769  2.29
C30 -0.78246 -4.78292 19.36067  -2.27
C31 -0.37250 -2.66328 18.32962  -1.62
C32 0.47849 -1.69986 17.53151  -0.16
C33 0.95146 -2.43046 16.29996  -1.62
C34 1.73345 -3.73594 16.69710  1.78
C35 1.90989 -4.62573 15.49233  -2.07
C36 3.08217 -3.41749 17.30906  -1.49
N4 0.82620 -4.55980 17.59011  -0.11
O4 1.38221 -5.79481 17.87135  -0.46
H58 2.08315 -4.32781 20.08152  -0.11
H59 1.74292 -2.64670 19.66200  0.05
H60 0.73207 -3.49043 20.81897  -0.02
H61 -0.40296 -5.71795 19.72353  0.40
H62 -1.30385 -4.44432 20.26406  0.30
H63 -1.53941 -5.04714 18.65990  0.53
H64 -1.22213 -2.95649 17.70058  0.57
H65 -0.69446 -2.14472 19.24383  0.04
H66 -0.14596 -0.84085 17.26410  0.48
H67 1.30287 -1.36109 18.14648  0.19
H68 1.61650 -1.81116 15.65412  0.43
H69 0.07072 -2.64124 15.67838  0.32
H70 0.92938 -4.87109 15.11510  0.47
H71 2.37825 -5.54606 15.86148  0.41
H72 2.51971 -4.19588 14.71755  0.41
H73 3.02376 -2.57980 17.97052  0.44
H74 3.77779 -3.13371 16.48492  0.43
H75 3.66176 -4.23613 17.80282  0.22
H76 2.14575 -5.57622 18.44712  0.39
C37 -3.25076 -1.95185 25.68433  -0.04
C38 -2.74623 -0.63591 25.74902  0.38
N5 -2.30282 0.40829 25.95781  -0.68
H77 -2.77572 -2.36571 24.78157  -0.20
H78 -4.31370 -1.83758 25.55992  0.61
H79 -3.00617 -2.67889 26.44832  -0.03
C39 -5.19779 -4.62009 23.55970  -0.31
C40 -6.01666 -5.07336 24.68053  0.39
N6 -6.68557 -5.49302 25.51026  -0.43
H80 -4.69923 -5.46274 23.08317  0.28
H81 -4.30775 -4.05334 23.89039  -0.20
H82 -5.77001 -4.01625 22.86671  0.35
C41 4.27465 -2.09771 23.65760  -0.30
C42 4.35342 -2.22917 22.20515  0.10
N7 4.32246 -2.42772 21.04341  -0.57
H83 4.97982 -2.79300 24.07796  0.58
H84 3.23336 -2.13867 23.96493  -0.36
H85 4.58703 -1.07119 23.83324  0.41
C43 1.88157 -7.01324 21.20342  -0.60
C44 2.59415 -6.18379 22.20184  0.51
N8 3.12762 -5.53458 22.96210  -0.44
H86 2.21761 -6.86375 20.19216  0.12
H87 0.82747 -6.73827 21.34278  0.16
H88 1.94236 -8.05331 21.49476  0.42
C45 0.95518 -3.69915 24.07636  2.70
C46 -0.45269 -4.01920 24.04424  -0.22
N9 -1.56729 -4.29251 23.97394  -0.53
H89 1.34806 -3.59280 23.06073  -0.70
H90 1.43090 -4.39789 24.74354  0.90
H91 1.05722 -2.69166 24.55420  -1.77

Cartesian forces, eV/Å:
0.0457 -1.6177 0.0071
-0.1845 -0.3872 0.2605
-0.0520 0.4854 0.2967
0.9253 0.3775 -1.4625
0.6357 -0.3936 -0.3602
-0.1613 -0.4379 -1.0712
-0.2798 0.7952 0.0278
0.3796 -0.0465 -0.6428
0.1842 -0.2401 0.0486
0.5762 0.6742 -2.3232
-0.2454 -0.6790 2.1958
0.1222 0.3489 -0.4717
0.0178 0.3884 0.4953
0.2250 0.4223 -0.0136
-0.5404 0.5565 0.0722
-0.1922 -0.0278 -0.5918
-0.2994 -0.0735 -0.1470
-0.0659 0.8012 0.3369
-0.4043 -0.5606 0.4472
-0.7205 0.1297 0.2954
0.1276 -0.0821 0.3357
0.3571 0.4099 0.1065
-0.2414 -0.3429 0.0549
0.4276 0.5259 0.2620
-0.2003 -0.8719 0.2141
-0.6129 -0.2556 0.3812
-0.0958 0.2230 0.4700
-0.5357 -0.2225 0.0957
0.4249 0.0587 -0.1276
0.4021 0.1086 0.7496
-1.1346 -0.6381 0.6185
1.6512 1.0022 0.0139
-1.4533 -0.9653 0.1496
-1.7888 0.5579 -0.5363
1.2858 -1.1181 1.2525
-0.2025 0.5705 0.5238
1.3621 -0.4015 0.2168
0.9955 0.9188 0.7019
-0.3857 0.1056 -0.4797
-0.5477 0.1343 -2.2135
-0.1666 -1.0951 1.0989
-0.0807 0.2126 0.0125
-0.0175 -0.2850 -0.0781
0.6587 0.4515 -0.4634
0.4749 0.4605 0.0600
0.3038 0.3577 0.0103
0.3372 0.0970 0.2184
0.5768 0.2541 -0.6652
0.3275 -0.5008 -0.3294
-0.5501 -0.0838 -0.2522
-0.2900 0.0083 -0.1781
-0.1442 -0.2065 0.5663
0.1086 0.0076 0.0767
-0.6322 -0.0320 0.0508
0.3127 -0.3494 -0.3018
-0.3770 0.0955 -0.4794
-0.1346 -0.0303 0.3430
-0.0413 -0.0957 0.1056
0.0556 -0.1194 0.1913
-0.4695 0.7497 -0.2452
0.3853 -1.1314 -1.2039
-0.5524 1.5910 -0.3681
-1.1923 -0.1151 -0.2553
-0.3809 -0.2168 1.2333
0.2536 -0.8395 1.2436
-0.2219 0.3329 0.0354
0.2835 0.1282 -1.6321
0.5758 0.7900 -0.4316
-0.9903 -0.0332 -1.0885
0.9775 -1.1957 0.1603
-0.3632 0.8390 -0.7946
-0.0183 0.4046 0.1344
-0.4149 0.3996 0.4406
0.1668 0.2813 0.3290
0.4750 -0.4353 0.2682
-0.0833 0.0410 -0.3300
0.2675 -0.2778 0.0682
-0.1096 0.0163 -0.2367
0.7577 0.1654 0.1781
0.2180 0.1239 -0.1868
-0.5114 0.3600 -0.2136
0.3786 -0.1033 0.1298
-0.3284 0.1892 0.3112
0.4584 -0.2082 0.2412
-0.3773 -0.5965 -0.1291
-0.5447 -0.0409 0.5595
0.2580 -0.3988 0.3046
0.1395 0.3362 0.4351
-0.0921 -0.0221 0.5117
0.7107 -0.2129 0.3740
0.1585 0.2837 -0.6856
1.3541 -0.4252 -2.6582
-1.1636 -1.4488 1.7933
-0.6839 1.1499 0.6861
-0.2248 -0.2390 -0.0543
1.0662 -0.1700 -0.3513
-1.1742 -0.3257 0.1506
0.1503 -0.6515 0.3725
1.4667 -0.0755 -0.7935
-1.0227 1.5444 0.1729
0.9981 -0.1884 0.8993
0.0435 -0.1181 -0.0535
0.4760 0.1720 0.3985
-0.1961 0.2015 1.0765
0.5781 -0.7357 -0.0862
0.1096 0.7341 -0.1850
-0.4729 0.0428 -0.8816
-0.0696 0.0885 0.3537
-0.5811 0.0607 -0.2891
0.2355 0.0327 0.0588
0.2677 0.3605 0.0135
-0.2592 -0.3389 0.4943
0.2362 -0.4279 0.1289
-0.2579 -0.1726 -0.3167
-0.0442 0.1118 -0.4866
0.2605 0.3423 -0.2902
0.1908 0.4046 0.5651
-0.4916 0.0368 0.4364
-0.9002 0.3150 -0.1627
-0.0770 -0.4597 -0.2741
-0.1163 -1.1259 -1.6245
1.1762 1.7519 1.7954
-0.3194 -0.3683 -0.6290
-0.5686 -0.1977 -0.0341
-0.5653 -0.4965 -0.1524
0.1631 0.4717 0.6492
1.1814 0.2046 0.4349
0.2229 0.0050 -0.5254
-0.1279 0.0117 0.3177
-0.5046 -0.2171 -0.2545
-0.6251 0.0453 0.1913
-0.0947 -0.0849 -0.1610
0.1935 1.1064 -1.1589
-0.6316 -1.2280 -3.6542
0.2362 0.7770 3.3810
-0.1389 -0.3137 0.5886
0.1743 -0.5341 0.3216
0.2134 0.0955 0.5051
-0.5816 0.4800 1.5220
-0.7335 -1.4713 -1.9671
0.9424 1.0229 1.2797
0.0735 0.1132 -0.2020
0.1548 -0.0499 -0.5316
0.2654 -0.2560 -0.0713
-0.3572 1.6804 0.4710
-0.4554 -0.1977 -0.3779
0.0103 0.0607 -0.0146
0.1461 -0.5578 0.3070
0.6070 -0.3434 -0.2536
-0.0913 -0.7890 -0.2016

SMILES string: CC1(C)CCCC(C)(C)N1O.CC1(C)CCCC(C)(C)N1O.CC1(C)CCCC(C)(C)N1O.CC1(C)CCCC(C)(C)N1O.CC#N.CC#N.CC#N.CC#N.CC#N
LUMO (eV): 0.36
Frontier orbital gap (Ha): 0.3305
ΔE to the lowest compared entry with this formula, charge and spin (kJ/mol): 0.0